C35H50AsClO5PRuS3Si2 | ωB97M-V/def2-TZVPD

XYZ file:
```
99
C35H50AsClO5PRuS3Si2, DFT ωB97M-V/def2-TZVPD
Ru 0.21 0.16 2.25
C -1.81 -1.69 4.15
C -2.75 -1.24 3.05
S -2.11 0.11 2.02
C -2.66 1.55 2.97
C -2.03 1.63 4.34
S -0.24 1.28 4.29
C 2.37 0.80 2.84
C 2.36 -0.57 2.84
S -0.11 -1.89 3.54
H -2.14 -2.62 4.60
H -1.71 -0.94 4.93
H -3.71 -0.91 3.46
H -2.96 -2.05 2.35
H -3.75 1.51 3.01
H -2.38 2.40 2.34
H -2.54 0.95 5.03
H -2.17 2.63 4.74
H 2.25 1.38 3.75
H 2.77 1.32 1.99
H 2.25 -1.11 3.77
H 2.65 -1.13 1.97
O 3.12 -0.21 -0.57
C 2.03 0.18 -0.19
O 1.09 -0.56 0.29
C 1.70 1.68 -0.28
P 0.47 2.11 1.00
C 1.09 3.58 1.89
C 0.17 4.32 2.63
C 0.56 5.42 3.37
C 1.90 5.80 3.38
C 2.83 5.08 2.65
C 2.43 3.97 1.91
C -0.82 2.89 -0.05
C -1.93 2.19 -0.50
C -2.81 2.76 -1.42
C -2.57 4.04 -1.90
C -1.45 4.74 -1.48
C -0.58 4.17 -0.56
H 1.23 1.84 -1.26
H 2.59 2.29 -0.27
H -0.87 4.03 2.63
H -0.17 5.98 3.94
H 2.21 6.66 3.96
H 3.87 5.37 2.65
H 3.17 3.44 1.34
H -2.10 1.16 -0.19
H -3.67 2.20 -1.76
H -3.25 4.49 -2.62
H -1.25 5.74 -1.86
H 0.29 4.73 -0.23
C -2.97 -4.40 0.18
Si -1.84 -4.58 1.67
C -2.85 -4.75 3.25
C -0.82 -6.16 1.54
As -0.18 -2.86 1.51
Si 0.63 -3.44 -2.73
C 0.69 -3.00 -4.55
C 2.23 -3.23 -1.81
C -0.03 -5.17 -2.56
H -3.90 -3.91 0.45
H -3.21 -5.38 -0.24
H -2.49 -3.80 -0.59
H -3.38 -5.70 3.18
H -3.60 -3.97 3.39
H -2.21 -4.79 4.13
H -1.47 -7.04 1.57
H -0.12 -6.23 2.37
H -0.24 -6.20 0.61
H 0.26 -2.02 -4.76
H 0.15 -3.75 -5.14
H 1.72 -2.98 -4.91
H 2.03 -2.87 -0.80
H 2.90 -2.51 -2.27
H 2.74 -4.19 -1.74
H -1.01 -5.26 -3.05
H -0.15 -5.45 -1.51
H 0.64 -5.89 -3.03
C 3.38 -0.28 -3.76
C 2.51 0.91 -4.03
C 3.01 2.03 -4.67
C 2.21 3.14 -4.90
Cl 2.90 4.54 -5.69
C 0.89 3.15 -4.52
C 0.36 2.03 -3.88
C 1.17 0.92 -3.63
O 0.73 -0.20 -2.96
C -0.63 -0.19 -2.58
C -1.01 -1.34 -1.68
O -1.84 -1.15 -0.83
O -0.56 -2.54 -1.93
H 4.37 -0.13 -4.20
H 2.95 -1.18 -4.20
H 3.48 -0.44 -2.69
H 4.05 2.05 -4.98
H 0.27 4.02 -4.70
H -0.67 2.07 -3.58
H -1.27 -0.24 -3.47
H -0.87 0.71 -2.03
```

The frontier orbital gap (alpha / beta) comes out at 7.4460 / 6.1967 eV. The LUMO energy (alpha / beta) is 0.35 / -0.91 eV. As for the multiplicity: 2. The value obtained for the relative energy (zero: lowest compared OMol25 entry of this formula, charge and spin) is 0.0 kJ/mol.

These are the Löwdin partial charges, in e, on atoms 1 to 6: 0.34 -0.57 -0.49 0.82 -0.49 -0.63